{
  "formula": "C6H25NO6",
  "method": "the ωB97M-V functional and the def2-TZVPD basis",
  "energy_ha": -749.73159,
  "smiles": "CCN(C)[C@@H](C)CO.O.O.O.O.O",
  "charge": 0,
  "spin_multiplicity": 1,
  "fmax_ha_per_bohr": 0.0709,
  "lumo_energy_ev": 0.451,
  "species": ["H", "H", "H", "H", "H", "O", "N", "H", "H", "H", "H", "C", "H", "H", "O", "H", "C", "C", "H", "C", "H", "H", "H", "C", "O", "O", "O", "H", "H", "H", "H", "O", "H", "H", "C", "H", "H", "H"],
  "coordinates": [[-2.540, 0.651, 3.116], [-1.249, 1.690, 0.053], [-1.249, -0.951, 1.099], [0.955, 3.299, 0.435], [1.737, -0.603, 3.199], [-0.535, 3.661, -2.191], [0.815, -0.868, -0.053], [1.732, 4.640, 0.810], [2.847, -0.275, 1.795], [1.337, 0.574, 2.102], [0.621, -3.408, -0.662], [-1.655, -1.153, 0.117], [2.517, -0.291, -1.118], [-2.305, 0.187, -1.268], [-2.184, 0.126, -0.301], [-0.263, -3.130, -2.110], [-0.282, -2.962, -1.037], [1.816, -0.404, 2.130], [-0.713, 3.787, -1.248], [1.990, -1.242, -0.924], [1.712, -2.374, 1.213], [0.163, -1.800, 1.731], [-2.381, -1.947, 0.010], [1.110, -1.461, 1.333], [-2.389, -0.261, 3.326], [-1.395, 1.207, -2.785], [-0.378, 2.082, 0.279], [2.751, -1.765, -0.331], [-1.160, -3.490, -0.659], [-0.425, 1.164, -2.839], [-2.636, -0.888, 2.668], [1.717, 3.695, 0.871], [-1.422, 2.188, -2.559], [0.182, 1.331, 0.511], [-0.396, -1.409, -0.763], [1.743, -1.694, -1.861], [-0.410, -1.011, -1.780], [0.221, 3.106, -2.307]],
  "atomic_forces_ev_per_a": [[-0.4, 0.3, -0.8], [0.7, -0.2, 0.1], [-0.7, -0.4, 0.3], [-0.4, 0.4, 0.1], [0.6, -0.5, 0.1], [-1.2, 1.1, -0.2], [0.4, -1.7, -0.7], [-0.4, 0.6, -0.3], [0.0, 0.0, 0.3], [-0.2, 0.0, -0.6], [0.3, -0.2, 0.4], [1.4, 2.3, -2.5], [-0.1, -0.2, -0.4], [0.4, -0.2, 0.4], [-1.0, -0.2, 0.4], [-0.1, -0.1, -0.1], [-0.5, 0.5, -0.3], [-0.2, 0.3, 0.9], [0.5, -0.4, -0.1], [0.8, 2.7, 1.5], [0.0, 0.2, 0.2], [0.0, 0.2, 0.6], [-0.3, -0.1, 0.3], [-0.8, 0.2, -2.0], [0.9, -0.4, 1.8], [0.6, 1.4, 0.1], [-0.5, 0.4, 0.0], [-0.4, -0.5, -0.5], [0.2, -0.1, 0.1], [-0.4, -0.8, -0.1], [-0.6, 0.1, -1.0], [0.8, -0.8, 0.3], [-0.6, -1.1, -0.3], [0.0, -0.4, -0.2], [0.5, -2.4, 1.4], [-0.1, -0.5, -0.3], [-0.4, 0.8, 0.5], [1.0, -0.2, 0.5]],
  "lowdin_charge": [0.03, 0.04, 0.08, -0.03, 0.08, -0.03, -0.16, 0.02, 0.08, 0.07, 0.06, -0.16, 0.08, 0.07, -0.11, 0.07, -0.05, -0.07, 0.05, -0.08, 0.10, 0.10, 0.11, -0.24, -0.03, -0.09, -0.08, 0.08, 0.07, 0.04, 0.00, -0.06, 0.03, 0.02, -0.31, 0.07, 0.12, 0.04]
}

=====

{
  "formula": "C6H14N2",
  "method": "the ωB97M-V functional and the def2-TZVPD basis",
  "energy_ha": -346.44945,
  "smiles": "C=CNC.C=CNC",
  "charge": 0,
  "spin_multiplicity": 1,
  "fmax_ha_per_bohr": 0.0179,
  "lumo_energy_ev": 1.116,
  "species": ["H", "H", "C", "H", "C", "H", "C", "H", "N", "H", "H", "H", "C", "C", "H", "H", "H", "H", "H", "N", "C", "H"],
  "coordinates": [[0.487, 2.541, -1.448], [-3.412, -0.121, -0.256], [-0.132, 1.926, -0.802], [-0.366, -1.638, 0.890], [-2.624, -0.685, 0.220], [2.370, 1.614, -0.141], [-1.778, -1.403, -0.521], [1.357, -2.519, -0.489], [0.465, 1.907, 0.533], [3.126, 0.248, 1.761], [0.382, -2.209, -1.888], [1.488, 0.520, 2.621], [1.725, 1.331, 0.685], [2.106, 0.601, 1.738], [0.926, -0.844, -0.947], [-2.488, -0.589, 1.290], [-0.344, 0.925, -1.180], [-1.120, 2.384, -0.754], [-0.199, 1.468, 1.160], [-0.613, -1.998, -0.028], [0.572, -1.871, -0.867], [-1.930, -1.587, -1.578]],
  "atomic_forces_ev_per_a": [[0.0, -0.2, -0.3], [-0.3, -0.3, 0.1], [-0.2, 0.2, 0.3], [-0.3, -0.2, 0.0], [0.1, 0.1, -0.4], [0.3, -0.4, 0.1], [0.4, 0.2, 0.5], [0.1, 0.1, 0.2], [-0.6, -0.4, 0.2], [0.0, 0.0, 0.2], [-0.3, -0.1, 0.1], [-0.1, -0.3, 0.0], [-0.6, 0.2, 0.0], [0.5, 0.6, -0.5], [0.2, 0.1, 0.1], [0.1, 0.2, 0.0], [0.4, 0.0, -0.3], [0.1, 0.3, 0.2], [0.1, 0.2, 0.2], [0.2, 0.0, 0.1], [-0.1, -0.3, -0.6], [-0.1, 0.2, -0.1]],
  "lowdin_charge": [0.08, 0.04, -0.12, 0.11, -0.03, 0.11, -0.27, 0.08, -0.10, 0.04, 0.08, 0.05, -0.27, -0.02, 0.05, 0.05, 0.05, 0.08, 0.10, -0.09, -0.12, 0.11]
}

=====

What did we get for highest occupied orbital energy? Answer: -9.1, -8.2 eV, in the order shown.
What did we get for energy relative to the best compared isomer or geometry (same formula, charge and spin)? Answer: 2.522, 2.115 eV, in the order shown.